1.
{
  "formula": "C20H42AsF12N6O12S2Tl",
  "method": "wB97M-V/def2-TZVPD",
  "symbols": ["Tl", "As", "F", "F", "F", "F", "F", "F", "C", "F", "F", "F", "S", "O", "O", "O", "C", "F", "F", "F", "S", "O", "O", "O", "C", "C", "O", "N", "C", "H", "H", "H", "H", "H", "H", "H", "C", "C", "O", "N", "C", "H", "H", "H", "H", "H", "H", "H", "C", "C", "O", "N", "C", "H", "H", "H", "H", "H", "H", "H", "C", "C", "O", "N", "C", "H", "H", "H", "H", "H", "H", "H", "C", "C", "O", "N", "C", "H", "H", "H", "H", "H", "H", "H", "C", "C", "O", "N", "C", "H", "H", "H", "H", "H", "H", "H"],
  "coordinates": [[-0.09631, -0.23629, 0.32898], [1.56773, -3.47450, 1.32590], [0.88695, -2.90685, -0.25980], [0.34216, -2.36989, 2.13275], [2.30338, -3.81752, 2.91471], [2.80978, -4.54795, 0.46735], [2.63251, -2.03314, 1.17838], [0.30653, -4.77048, 1.52083], [0.24069, -3.91886, -3.34540], [-0.18155, -4.73653, -2.33720], [1.54143, -3.65673, -3.25122], [0.06616, -4.57474, -4.48055], [-0.79424, -2.33753, -3.39544], [-0.32695, -1.53331, -4.55325], [-2.18086, -2.73153, -3.56545], [-0.67259, -1.66923, -2.10328], [0.56348, 5.14886, -0.22825], [0.00046, 6.08046, 0.49604], [-0.17781, 4.91965, -1.34084], [1.80801, 5.63408, -0.45628], [0.64681, 3.47429, 0.83108], [-0.70476, 2.95991, 0.98639], [1.42469, 2.46475, 0.09951], [1.27922, 3.87718, 2.08595], [4.00024, -0.29564, 3.41717], [3.00364, 0.63639, 2.79522], [1.89411, 0.27040, 2.49466], [3.36353, 1.90021, 2.61232], [4.39648, 2.65163, 3.26211], [4.90259, -0.32181, 2.80629], [3.62268, -1.31693, 3.36694], [4.18393, -0.11776, 4.47676], [2.61835, 2.40362, 2.15256], [5.24206, 2.96493, 2.64978], [4.89054, 2.04419, 4.02042], [4.01811, 3.54963, 3.75048], [4.89674, 0.16230, -0.29914], [3.73329, -0.13817, -1.25514], [2.59292, -0.24112, -0.81988], [4.03238, -0.22616, -2.56184], [3.08450, -0.37624, -3.64917], [4.95116, -0.55381, 0.52082], [4.71727, 1.15417, 0.11567], [5.85539, 0.20167, -0.81637], [5.03165, -0.20140, -2.70661], [2.11845, 0.08873, -3.45257], [2.95395, -1.44452, -3.82185], [3.37875, 0.20531, -4.52284], [-1.65150, 1.96948, -3.63562], [-0.22394, 1.95599, -3.07864], [-0.04678, 1.24315, -2.07036], [0.67639, 2.81691, -3.54145], [2.07284, 3.00107, -3.15195], [-2.02852, 0.95464, -3.76231], [-1.72877, 2.34750, -4.65505], [-2.26404, 2.59303, -2.98440], [0.38033, 3.40597, -4.30659], [2.33353, 2.35126, -2.31655], [2.23082, 4.01672, -2.78919], [2.74328, 2.86221, -4.00007], [-3.15266, -4.21252, 1.44487], [-2.69157, -3.38459, 0.27462], [-2.13339, -2.28762, 0.45713], [-2.75274, -3.89070, -0.95348], [-3.22724, -5.20792, -1.34470], [-3.90682, -4.97783, 1.26144], [-3.42533, -3.53902, 2.25737], [-2.30238, -4.71279, 1.90839], [-2.43440, -3.30092, -1.70907], [-4.24638, -5.51532, -1.11025], [-2.56948, -5.94031, -0.87669], [-3.10132, -5.19644, -2.42735], [-4.12408, 2.84745, 0.03413], [-3.66575, 1.47875, -0.50392], [-2.66737, 0.92061, -0.01596], [-4.45432, 0.86015, -1.37515], [-4.24951, -0.47682, -1.90475], [-4.51896, 3.45513, -0.78005], [-3.27287, 3.40477, 0.42517], [-4.91691, 2.77429, 0.77855], [-5.27104, 1.25831, -1.81621], [-3.46108, -0.43307, -2.65613], [-5.18181, -0.80115, -2.36706], [-3.95527, -1.20148, -1.14554], [-1.38299, -0.81542, 5.08281], [-1.72891, 0.27411, 4.06800], [-1.48837, 0.16367, 2.85926], [-2.21043, 1.39109, 4.55624], [-2.59505, 2.55298, 3.80421], [-0.76767, -0.44347, 5.90204], [-0.75793, -1.59203, 4.64204], [-2.25567, -1.26976, 5.55195], [-2.30618, 1.47170, 5.55846], [-3.35178, 2.30136, 3.06114], [-1.73101, 2.97332, 3.28958], [-3.00260, 3.30986, 4.47437]],
  "forces_ev_per_angstrom": [[0.0, -0.1, -0.5], [0.8, -0.1, -0.2], [0.3, -0.6, 1.5], [0.8, -0.3, -0.9], [-0.9, 0.1, -1.6], [-2.3, 1.6, 1.4], [-0.7, -1.6, 0.3], [1.8, 1.4, -0.5], [-0.5, 0.0, 0.3], [0.6, 0.9, -0.7], [-0.3, 0.0, 0.6], [-0.3, -0.2, -0.4], [0.0, 2.9, -2.4], [0.1, -1.7, 2.0], [-0.1, -1.2, 0.1], [0.6, -0.2, 0.9], [0.6, -1.6, 1.0], [-1.1, 0.4, 0.4], [1.1, 0.5, 0.5], [-0.7, -0.9, -0.9], [-0.1, -1.0, 0.9], [-0.4, 1.0, -0.3], [0.4, 0.5, -0.5], [-0.2, 0.5, -1.0], [-0.1, -1.3, -0.1], [1.9, 0.5, 1.0], [-2.9, -1.4, -1.1], [-0.1, 0.8, -0.5], [1.0, -0.2, 0.6], [0.3, 0.4, 0.4], [-0.3, 0.1, -0.1], [0.2, 0.4, -0.2], [0.0, 0.6, 0.0], [-0.3, 0.0, -0.7], [-0.3, -0.1, 0.2], [-0.3, -0.1, -0.1], [-0.2, 0.1, -0.6], [-0.6, 0.0, 0.9], [-0.4, 0.1, 0.0], [0.8, 0.7, 0.4], [-0.3, 0.0, 0.0], [-0.2, -0.1, -0.2], [-0.1, 0.0, 0.1], [0.1, -0.1, 0.0], [-0.3, 0.0, -0.7], [0.0, -0.4, 0.8], [-0.2, 0.2, -0.5], [0.6, -0.5, -0.1], [0.7, 0.2, -1.1], [-1.7, -1.2, 2.3], [0.9, 0.4, -0.7], [0.6, 0.5, -1.0], [-0.1, 0.0, 0.6], [0.1, 0.0, 0.7], [0.2, 0.5, 0.0], [-0.1, -0.2, 0.1], [-0.1, -0.2, 0.0], [-0.2, -0.2, -0.2], [-0.2, 0.1, 0.0], [-0.1, -0.3, 0.0], [0.2, 0.3, 0.9], [1.2, -0.6, -0.8], [-0.2, 0.9, 1.1], [-1.3, -0.1, 0.6], [0.8, -0.1, -0.2], [-0.1, 0.3, -0.2], [-0.5, 0.1, -0.2], [0.4, -0.1, -0.5], [0.1, 0.2, -0.2], [-0.2, 0.7, 0.2], [0.0, -0.3, -0.3], [0.0, -0.5, 0.1], [0.4, 0.0, -0.9], [0.6, -0.1, 1.6], [-0.1, 0.3, -0.2], [-1.1, -0.5, -0.9], [0.7, -0.2, -0.2], [-0.2, 0.0, -0.1], [0.0, -0.4, 0.2], [0.1, -0.3, 0.1], [0.3, 0.8, 0.7], [0.0, -0.4, 0.0], [0.1, 0.0, 0.0], [0.0, 0.2, 0.1], [0.4, -0.2, 0.0], [1.7, -1.6, -0.8], [-0.2, 0.1, -0.4], [-0.9, 1.1, 1.8], [0.1, 0.4, -0.7], [-0.1, 0.5, 0.0], [-0.3, 0.1, -0.4], [-0.2, 0.0, -0.2], [0.0, -0.3, -0.2], [0.1, 0.0, -0.1], [-0.1, 0.0, -0.2], [0.0, -0.2, 0.1]],
  "gap_ev": 3.7,
  "e_homo_ha": -0.345
}


2.
{
  "formula": "C20H42AsF12O16S4",
  "method": "wB97M-V/def2-TZVPD",
  "symbols": ["As", "F", "F", "F", "F", "F", "F", "O", "S", "O", "O", "C", "C", "C", "H", "H", "H", "H", "H", "H", "H", "H", "O", "S", "O", "O", "C", "C", "C", "H", "H", "H", "H", "H", "H", "H", "H", "O", "S", "O", "O", "C", "C", "C", "H", "H", "H", "H", "H", "H", "H", "H", "O", "S", "O", "O", "C", "C", "C", "H", "H", "H", "H", "H", "H", "H", "H", "C", "C", "O", "C", "O", "C", "F", "F", "F", "H", "H", "H", "H", "H", "C", "C", "O", "C", "O", "C", "F", "F", "F", "H", "H", "H", "H", "H"],
  "coordinates": [[0.67798, -0.14941, -0.79542], [1.09386, 1.58953, -0.91071], [2.18302, -0.46523, 0.21850], [0.42279, -1.95702, -0.67162], [-0.81127, 0.00433, -1.80127], [1.60392, -0.47555, -2.33700], [-0.23990, 0.26831, 0.72158], [7.36630, -5.10260, 0.24838], [6.17026, -4.85391, -0.55932], [4.92899, -5.39754, -0.09235], [6.06307, -3.23171, -0.92840], [4.94468, -2.75263, -1.68081], [4.76106, -1.32060, -1.15781], [6.57650, -5.33604, -2.40026], [4.05752, -3.30354, -1.36849], [5.07506, -2.76194, -2.76294], [5.69919, -0.80667, -1.36729], [4.52051, -1.38815, -0.09684], [4.01057, -0.65420, -1.58301], [5.64187, -5.57990, -2.90533], [7.22302, -6.21341, -2.38212], [7.04304, -4.61488, -3.07136], [-2.07039, 5.94437, 1.59267], [-2.35255, 4.53956, 1.22206], [-3.18829, 3.67163, 2.07086], [-2.87575, 4.39343, -0.35959], [-3.36952, 3.17504, -0.91937], [-4.83652, 2.94842, -0.59187], [-0.76871, 3.68555, 0.94899], [-2.75676, 2.30234, -0.69347], [-3.13862, 3.20300, -1.98426], [-4.89108, 2.89212, 0.49531], [-5.18644, 1.97516, -0.93601], [-5.54218, 3.74677, -0.82161], [-1.08799, 2.66689, 0.72880], [-0.15343, 3.66022, 1.84837], [-0.18134, 4.13322, 0.14730], [-4.40596, -3.28784, 0.40095], [-4.62349, -1.87276, 0.20026], [-5.95027, -1.32214, -0.02862], [-3.81482, -0.96935, 1.37716], [-2.60570, -1.45625, 1.95881], [-2.87471, -2.47697, 3.02312], [-3.58889, -1.36066, -1.25963], [-2.14831, -0.64079, 2.51909], [-1.73268, -1.78752, 1.39650], [-2.84630, -3.46469, 2.56301], [-3.85061, -2.26838, 3.46155], [-2.11569, -2.37701, 3.79901], [-2.53921, -1.59322, -1.08024], [-3.70705, -0.30389, -1.49916], [-3.96789, -1.90877, -2.12220], [-1.98822, -6.01156, -2.72349], [-0.94402, -5.97957, -1.69556], [-0.43876, -7.25292, -1.15601], [0.30946, -4.97004, -2.13347], [-0.12498, -3.82473, -2.88689], [0.09154, -4.06567, -4.38318], [-1.76665, -4.97695, -0.25725], [0.50727, -2.96773, -2.65470], [-1.07003, -3.37119, -2.58811], [0.03820, -3.24276, -5.09597], [-0.68544, -4.82028, -4.50556], [0.95372, -4.70945, -4.55720], [-1.71261, -3.92181, -0.52528], [-1.06805, -5.15712, 0.55982], [-2.79828, -5.32766, -0.22795], [-3.48366, 1.81521, 6.18323], [-1.98824, 2.19180, 6.62145], [-1.22159, 1.73132, 5.55181], [0.13701, 1.55659, 5.63069], [0.79625, 1.45194, 6.71370], [0.66474, 1.02129, 4.31534], [0.22383, 1.74112, 3.27867], [1.97964, 0.79925, 4.15348], [0.11542, -0.17086, 4.17528], [-4.13188, 1.69060, 7.05062], [-3.66342, 0.84878, 5.71225], [-3.97391, 2.62679, 5.64556], [-1.60964, 1.69743, 7.51609], [-1.86878, 3.27248, 6.69866], [3.95715, 4.23761, -2.82587], [3.05707, 4.51710, -1.51950], [1.84526, 5.24419, -1.74248], [1.83752, 6.41396, -2.47480], [2.86448, 7.01726, -2.80000], [0.44181, 6.95876, -2.81585], [0.36869, 7.92686, -2.01436], [0.47186, 7.37742, -4.10188], [-0.46804, 6.02118, -2.50260], [3.18791, 3.95083, -3.54289], [4.74163, 3.48228, -2.77937], [4.37661, 5.12774, -3.29471], [3.52699, 5.09452, -0.72335], [2.67091, 3.61110, -1.05246]],
  "forces_ev_per_angstrom": [[1.4, -0.6, 0.2], [0.3, 1.7, -0.3], [0.6, 0.2, 0.3], [-0.8, -1.3, 0.3], [-1.5, 0.3, -0.8], [0.6, -0.1, -0.8], [-1.0, 0.1, 1.1], [-1.6, 0.9, -1.3], [1.8, 1.2, -2.2], [0.4, 0.4, -0.6], [1.2, -2.3, 1.3], [-1.9, 1.3, 0.8], [0.5, 0.1, -0.2], [-0.7, -0.8, 0.9], [0.0, -0.3, -0.4], [0.4, -0.4, 0.0], [0.3, 0.1, 0.5], [0.3, 0.2, 0.0], [-0.5, -0.8, -0.4], [-0.2, -0.2, 0.4], [-0.2, -0.1, 0.3], [0.2, 0.6, 1.0], [-1.4, -2.4, -1.2], [1.4, -1.2, 0.0], [0.9, 1.9, -1.2], [0.4, 1.7, 1.6], [-0.2, -0.8, -0.5], [0.2, -0.2, 1.1], [-0.6, 0.1, 0.4], [0.0, 0.0, 1.0], [-0.3, 0.8, -0.2], [0.0, -0.2, 0.1], [0.0, 0.1, -0.3], [0.3, 0.1, -0.7], [0.4, -0.1, -0.2], [-0.4, 0.1, 0.1], [-0.4, 0.0, -0.1], [-0.5, 0.8, 0.4], [2.3, 1.8, -1.6], [1.3, -0.6, 1.2], [-1.6, -0.9, -1.9], [1.2, 0.1, 1.8], [-0.3, -0.6, -0.1], [-0.8, -0.4, 0.6], [-0.5, 0.8, -0.6], [-0.6, 0.1, -1.4], [-0.2, -0.2, 0.5], [0.0, -0.2, 0.1], [0.1, -0.3, 0.0], [0.0, 0.1, 0.1], [0.0, 0.0, 0.5], [0.0, -0.3, 0.2], [1.7, -0.2, 0.6], [-1.5, 0.8, 1.5], [-0.2, 2.3, -1.2], [-1.8, -1.7, 0.6], [1.8, 2.7, -1.0], [-1.4, -2.2, 0.6], [1.8, -0.8, -1.8], [0.5, -0.5, 0.9], [-0.5, -0.9, -0.2], [-0.1, 0.1, 0.5], [-0.5, 0.2, -1.3], [0.6, 0.6, 0.2], [0.0, -0.1, -0.1], [-0.6, -0.1, 0.3], [0.3, -0.1, 0.4], [0.2, 0.6, 1.6], [-1.9, -0.8, -0.2], [3.3, 0.0, -2.0], [0.5, -1.2, 5.5], [-2.5, 1.1, -4.2], [0.3, -0.5, -2.5], [0.3, 0.6, 0.4], [-0.5, 1.1, 1.0], [-0.8, -1.3, 0.3], [0.2, 0.3, 0.6], [0.9, 0.2, -0.5], [0.4, -0.2, -0.5], [-0.4, 0.1, 0.2], [-0.1, 0.0, 0.2], [-1.9, 0.9, 0.5], [1.6, 0.0, 0.0], [-1.5, 2.1, -2.3], [4.1, -1.9, 0.1], [-2.5, -1.0, 0.6], [2.7, -3.8, -0.6], [-1.8, 3.9, 2.0], [-1.2, -0.4, 0.6], [-0.5, 1.0, -1.2], [0.2, -0.6, -0.2], [-0.4, -0.1, 0.6], [0.1, 0.2, 0.6], [0.7, -0.1, -0.2], [0.2, -0.3, -0.4]],
  "gap_ev": [2.1, 9.2],
  "charge": -2,
  "e_homo_ha": [0.058, -0.204],
  "s2": 0.75,
  "spin_multiplicity": 2
}


3.
{
  "formula": "C20H42NO4OsSi3",
  "method": "wB97M-V/def2-TZVPD",
  "symbols": ["Os", "C", "O", "C", "C", "O", "C", "C", "O", "C", "H", "H", "H", "H", "H", "H", "H", "H", "H", "H", "H", "H", "H", "H", "C", "Si", "C", "C", "C", "Si", "C", "C", "C", "Si", "C", "C", "C", "C", "C", "C", "C", "N", "H", "H", "H", "H", "H", "H", "H", "H", "H", "H", "H", "H", "H", "H", "H", "H", "H", "H", "H", "H", "H", "H", "H", "H", "H", "H", "H", "H", "O"],
  "coordinates": [[1.12398, 0.65279, -0.36157], [4.54598, 1.19551, -0.64841], [3.62582, 0.60087, 0.28090], [3.70596, 1.29927, 1.51328], [2.60252, 0.84390, 2.43567], [1.28620, 1.07955, 1.91168], [0.88218, 2.46952, 2.11771], [-0.39545, 2.76167, 1.43660], [-0.37053, 2.73076, 0.03093], [-0.21085, 3.99485, -0.60065], [5.56850, 1.06066, -0.29192], [4.33284, 2.25933, -0.76542], [4.42929, 0.73061, -1.62020], [3.66763, 2.37947, 1.33068], [4.65832, 1.07587, 2.00787], [2.71135, 1.37918, 3.38270], [2.66542, -0.22608, 2.63210], [1.71119, 3.11395, 1.81323], [0.69707, 2.60212, 3.18705], [-0.73000, 3.73826, 1.81115], [-1.05061, 1.96742, 1.60059], [-0.98173, 4.67295, -0.22738], [-0.35359, 3.84243, -1.66565], [0.78014, 4.41357, -0.41457], [-3.31461, 1.95836, -0.09534], [-2.42371, 0.49780, 0.68569], [-3.82942, -0.79134, 0.74118], [-2.32461, 0.69759, 2.63467], [-0.89509, -0.21018, -0.19126], [-1.26670, -0.43767, -2.06601], [-0.06459, -1.55337, -2.99021], [-1.17232, 1.25133, -2.88494], [-2.96115, -1.10729, -2.51450], [-0.68836, -1.91437, 0.56000], [-1.69852, -3.34407, -0.12647], [-0.64243, -2.11936, 2.42091], [1.05411, -2.35164, -0.02269], [1.53609, -3.66023, -0.05050], [2.75284, -3.94889, -0.63635], [3.45660, -2.90730, -1.22645], [2.94866, -1.63326, -1.14338], [1.79944, -1.35029, -0.51714], [-4.08205, 2.27274, 0.61558], [-3.83972, 1.60438, -0.98580], [-2.72104, 2.82296, -0.37783], [-4.63824, -0.29974, 1.29069], [-3.59375, -1.70301, 1.29175], [-4.23240, -1.07964, -0.22647], [-3.20102, 1.28433, 2.92341], [-1.49411, 1.05368, 3.22307], [-2.51353, -0.31097, 3.02294], [0.95830, -1.17493, -3.00347], [-0.40789, -1.57531, -4.02763], [-0.03468, -2.58507, -2.63484], [-0.20320, 1.73920, -2.80414], [-1.93299, 1.92585, -2.48789], [-1.37443, 1.12126, -3.95320], [-3.18365, -2.08355, -2.08491], [-2.96424, -1.22096, -3.60271], [-3.77957, -0.43249, -2.26339], [-2.75961, -3.27177, 0.10514], [-1.33803, -4.26564, 0.33651], [-1.60245, -3.45498, -1.20636], [-1.62321, -2.07032, 2.89729], [0.01970, -1.41027, 2.92082], [-0.25800, -3.12742, 2.60300], [0.92898, -4.45057, 0.36757], [3.13214, -4.96157, -0.66708], [4.38856, -3.07106, -1.74803], [3.46762, -0.81460, -1.61389], [1.71467, 1.82523, -1.38375]],
  "forces_ev_per_angstrom": [[-1.0, -0.8, 1.4], [0.0, 0.1, 0.1], [0.3, 0.7, -0.1], [0.0, -0.2, 0.1], [0.1, -0.1, 0.1], [-0.2, 0.1, -0.6], [0.8, -0.3, 0.5], [0.4, 1.2, -0.9], [0.8, 0.3, -0.6], [0.1, 0.0, 0.0], [0.0, 0.0, 0.0], [0.0, 0.0, 0.0], [0.0, 0.0, 0.0], [0.0, 0.0, 0.0], [0.0, 0.1, 0.0], [-0.1, -0.1, 0.0], [0.0, 0.0, -0.1], [-0.1, 0.1, -0.1], [0.2, -0.1, 0.1], [-0.4, -0.3, 0.0], [-0.9, -0.5, 1.3], [0.0, 0.1, 0.0], [0.1, 0.0, 0.0], [0.0, 0.0, 0.0], [0.1, 0.0, 0.0], [-0.7, -0.6, 0.7], [0.2, 0.1, -0.1], [-0.6, -0.8, -0.4], [0.2, 0.1, -0.3], [-0.1, 0.4, 0.0], [0.1, 0.0, 0.1], [-0.1, -0.1, -0.2], [-0.1, 0.0, 0.0], [0.0, -0.2, -0.1], [-0.1, 0.1, 0.1], [-0.1, -0.1, 0.0], [0.1, -0.4, 0.2], [0.1, 0.1, -0.1], [0.0, 0.0, 0.0], [0.0, -0.1, 0.0], [0.3, 0.1, -0.2], [-0.1, 0.4, 0.1], [0.0, 0.0, 0.0], [0.0, 0.0, 0.0], [0.0, 0.0, 0.1], [0.0, 0.0, 0.0], [0.0, 0.1, 0.1], [0.0, 0.0, 0.0], [0.0, 0.1, -0.1], [0.4, 0.2, -0.1], [-0.1, 0.3, -0.1], [0.0, 0.0, 0.0], [0.0, 0.0, 0.0], [0.0, 0.0, 0.0], [0.0, 0.0, 0.0], [0.0, 0.0, 0.0], [0.0, 0.0, 0.0], [0.0, 0.0, 0.0], [0.0, 0.0, 0.0], [0.0, 0.0, 0.0], [0.0, 0.0, 0.0], [0.0, 0.0, 0.0], [0.1, 0.0, 0.0], [0.1, 0.0, -0.1], [0.0, 0.0, 0.0], [0.1, 0.0, 0.0], [0.0, 0.0, 0.0], [0.0, 0.0, 0.0], [0.0, 0.0, 0.0], [-0.1, -0.1, 0.1], [0.2, 0.1, -0.9]],
  "gap_ev": 8.1,
  "charge": 1,
  "e_homo_ha": -0.411
}